Formula: C18H41NO7P
Source: OMol25
Level of theory: ωB97M-V/def2-TZVPD

Each line ends with the natural charge from an NBO analysis.
Atoms and positions in Å:
C 4.01 -1.60 -0.23  -0.297
C 2.93 -2.21 0.23  -0.264
C 1.58 -2.01 -0.39  -0.222
P 0.92 -3.65 -1.06  1.505
O 0.87 -3.69 -2.53  -1.043
C 1.44 -0.99 -1.53  -0.424
C -0.06 -0.65 -1.49  -0.504
C -0.37 -0.82 -0.05  0.311
N 0.54 -1.48 0.55  -0.429
H 4.98 -1.73 0.24  0.230
H 3.96 -0.95 -1.09  0.205
H 3.00 -2.91 1.06  0.226
H -0.32 -3.73 -0.40  -0.079
H 1.70 -4.64 -0.44  -0.056
H 1.77 -1.42 -2.47  0.280
H 2.01 -0.09 -1.30  0.252
H -0.27 0.38 -1.78  0.271
H -0.67 -1.30 -2.11  0.287
H -1.24 -0.39 0.45  0.271
H 0.51 -1.68 1.55  0.451
C -3.01 -3.06 -1.28  -0.257
O -3.01 -3.19 0.13  -0.570
C -4.08 -2.51 0.78  -0.091
C -5.24 -3.42 1.09  -0.089
O -5.84 -3.93 -0.09  -0.547
C -5.47 -5.26 -0.40  -0.255
H -2.34 -3.81 -1.68  0.195
H -4.00 -3.19 -1.72  0.208
H -2.65 -2.06 -1.57  0.139
H -4.42 -1.68 0.15  0.175
H -3.69 -2.09 1.71  0.181
H -6.00 -2.85 1.62  0.194
H -4.92 -4.24 1.74  0.179
H -5.98 -5.97 0.26  0.179
H -4.39 -5.42 -0.32  0.169
H -5.79 -5.45 -1.43  0.199
C -3.05 1.78 1.72  -0.261
O -1.70 1.50 2.08  -0.573
C -0.77 2.41 1.53  -0.089
C -0.37 3.51 2.49  -0.088
O -1.45 4.34 2.82  -0.544
C -2.04 4.08 4.08  -0.256
H -3.69 1.21 2.40  0.200
H -3.27 2.84 1.81  0.201
H -3.26 1.46 0.69  0.159
H -1.18 2.86 0.61  0.182
H 0.13 1.84 1.26  0.159
H 0.40 4.12 2.01  0.192
H 0.07 3.07 3.39  0.177
H -1.41 4.45 4.89  0.178
H -2.22 3.01 4.22  0.171
H -2.99 4.61 4.11  0.201
C 4.30 1.49 -3.00  -0.256
O 3.38 1.85 -1.98  -0.568
C 3.95 1.94 -0.69  -0.087
C 4.32 3.35 -0.29  -0.088
O 5.35 3.88 -1.10  -0.545
C 4.90 4.76 -2.11  -0.256
H 3.82 1.70 -3.96  0.201
H 5.22 2.07 -2.93  0.196
H 4.54 0.42 -2.95  0.157
H 4.84 1.29 -0.62  0.175
H 3.20 1.56 0.02  0.165
H 4.69 3.33 0.74  0.191
H 3.44 3.99 -0.31  0.174
H 4.62 5.73 -1.69  0.177
H 4.04 4.35 -2.65  0.172
H 5.72 4.90 -2.80  0.200

Calculated values
**HOMO level**: -0.430 Ha
**Gap between HOMO and LUMO**: 7.616 eV
**Total charge**: +1
**Maximum force**: 0.67 eV/Å

Formula: C4H12
Source: OMol25
Level of theory: ωB97M-V/def2-TZVPD

Each line ends with the natural charge from an NBO analysis.
Atoms and positions in Å:
C 1.18 -0.88 -2.00  -0.641
C 2.13 -1.32 -0.80  -0.619
H 1.62 0.09 -2.45  0.203
H 1.25 -1.41 -2.98  0.221
H 0.14 -0.48 -1.69  0.218
H 2.99 -1.83 -1.17  0.206
H 1.80 -1.91 0.04  0.208
H 2.51 -0.46 -0.30  0.204
C -1.99 1.41 2.01  -0.607
C -1.39 0.60 0.89  -0.600
H -1.53 1.36 3.04  0.206
H -1.98 2.35 1.56  0.203
H -3.05 1.25 2.16  0.199
H -0.45 1.00 0.66  0.198
H -1.16 -0.41 1.05  0.200
H -2.06 0.65 -0.01  0.201

Calculated values
**HOMO level**: -0.414 Ha
**Gap between HOMO and LUMO**: 12.362 eV
**Structure (SMILES)**: CC.CC
**Maximum force**: 2.75 eV/Å